91
Properties=species:S:1:pos:R:3:mulliken_charge:R:1 method="wB97M-V/def2-TZVPD" homo_energy_ev="-16.010 / -16.007" total_energy_ev=-88668.236 charge=+3 e_lumo_ev="-11.0 / -10.9"
Au 0.187 0.481 -0.371 2.78
O -0.354 0.904 2.690 -0.75
S -0.089 -0.398 2.060 1.25
C 1.494 -0.998 2.588 0.44
C 1.759 -1.185 3.938 -0.57
C 2.996 -1.690 4.311 -1.00
C 3.944 -2.006 3.345 -0.77
C 3.698 -1.751 2.003 -0.63
C 2.479 -1.200 1.611 -0.33
P 2.242 -0.751 -0.134 0.02
C 2.118 -2.278 -1.069 0.90
C 1.311 -3.299 -0.550 -0.29
C 1.254 -4.520 -1.196 -0.75
C 1.980 -4.725 -2.365 -0.69
C 2.764 -3.706 -2.892 -0.81
C 2.839 -2.480 -2.250 -0.71
C 3.564 0.286 -0.758 1.00
C 3.408 0.779 -2.060 -0.81
C 4.371 1.612 -2.603 -0.84
C 5.482 1.975 -1.848 -0.71
C 5.623 1.511 -0.548 -0.80
C 4.667 0.670 0.004 -0.59
C -1.342 -1.545 2.613 0.60
C -1.303 -2.384 3.710 -0.93
C -2.472 -3.035 4.088 -0.95
C -3.656 -2.837 3.392 -0.85
C -3.684 -2.013 2.274 -0.57
C -2.510 -1.383 1.867 -0.38
P -2.450 -0.484 0.304 1.48
C -2.076 -1.591 -1.046 1.04
C -1.543 -1.066 -2.232 -0.78
C -1.277 -1.916 -3.293 -0.88
C -1.564 -3.270 -3.186 -0.75
C -2.109 -3.787 -2.013 -0.72
C -2.353 -2.958 -0.932 -0.76
C -3.881 0.511 0.078 0.34
C -4.461 0.671 -1.191 -0.39
C -5.555 1.503 -1.324 -0.79
C -6.062 2.178 -0.214 -0.56
C -5.477 2.028 1.043 -0.83
C -4.381 1.203 1.197 -0.66
H 1.024 -0.917 4.687 0.81
H 3.214 -1.844 5.360 0.48
H 4.894 -2.431 3.642 0.50
H 4.457 -1.975 1.264 0.68
H 0.759 -3.149 0.372 0.18
H 0.657 -5.322 -0.781 0.53
H 1.944 -5.687 -2.859 0.47
H 3.341 -3.874 -3.792 0.49
H 3.486 -1.708 -2.643 0.48
H 2.533 0.511 -2.644 0.55
H 4.258 1.980 -3.615 0.49
H 6.234 2.626 -2.273 0.46
H 6.481 1.804 0.042 0.48
H 4.783 0.338 1.026 0.50
H -0.399 -2.536 4.279 0.66
H -2.455 -3.689 4.951 0.48
H -4.562 -3.337 3.711 0.49
H -4.601 -1.878 1.713 0.61
H -1.405 0.006 -2.340 0.85
H -0.873 -1.519 -4.216 0.52
H -1.377 -3.926 -4.026 0.49
H -2.351 -4.839 -1.942 0.51
H -2.767 -3.363 -0.017 0.42
H -4.080 0.127 -2.047 0.45
H -6.028 1.616 -2.291 0.50
H -6.925 2.820 -0.327 0.47
H -5.882 2.551 1.899 0.48
H -3.918 1.086 2.170 0.53
C -0.259 3.158 -3.003 -1.05
C 0.526 3.635 -1.780 -0.55
P -0.021 2.846 -0.240 0.15
C 0.986 3.533 1.108 -0.90
C 2.397 2.955 1.189 -0.72
C -1.744 3.344 0.073 -0.12
C -1.932 4.858 0.201 -1.48
H 0.151 3.597 -3.911 0.46
H -1.309 3.448 -2.946 0.31
H -0.205 2.069 -3.107 0.11
H 0.436 4.716 -1.648 0.62
H 1.593 3.420 -1.880 0.36
H 0.436 3.357 2.034 0.42
H 1.019 4.612 0.943 0.61
H 2.376 1.913 1.513 -0.05
H 2.982 3.514 1.919 0.49
H 2.918 3.008 0.231 0.19
H -2.034 2.828 0.991 0.21
H -2.355 2.932 -0.734 0.28
H -1.375 5.265 1.043 0.34
H -2.986 5.079 0.365 0.43
H -1.625 5.384 -0.703 0.36

=====

56
Properties=species:S:1:pos:R:3:mulliken_charge:R:1 method="wB97M-V/def2-TZVPD" homo_energy_ev=-11.889 total_energy_ev=-42677.293 charge=+1 e_lumo_ev=-2.5
C 3.077 -0.793 2.486 -1.34
C 1.922 -0.059 3.155 -0.84
I 0.903 -1.450 4.459 0.05
C 1.027 0.738 2.196 -1.20
C -0.233 0.145 1.537 0.96
C -1.460 0.050 2.464 -0.61
C -1.671 1.377 3.183 0.17
O -1.896 2.378 2.583 -0.51
O -1.593 1.371 4.519 -0.47
C -0.539 0.936 0.260 -1.62
N 0.368 0.453 -0.775 -0.24
C -0.176 -0.790 -1.324 -1.55
C -0.519 -1.771 -0.186 -0.05
Si 0.099 -3.545 -0.569 0.27
C -0.681 -4.076 -2.174 -1.13
C -0.391 -4.662 0.841 -1.14
C 1.970 -3.406 -0.667 -1.29
N 0.114 -1.277 1.092 0.92
H 3.774 -1.188 3.224 0.44
H 2.760 -1.647 1.877 0.43
H 3.616 -0.095 1.840 0.36
H 2.327 0.652 3.871 0.75
H 0.702 1.657 2.687 0.63
H 1.680 1.038 1.369 0.65
H -2.356 -0.110 1.858 0.51
H -1.374 -0.784 3.161 0.45
H -1.334 0.504 4.866 0.32
H -0.381 1.993 0.469 0.43
H -1.594 0.822 -0.027 0.39
H 0.341 1.125 -1.542 0.48
H -1.078 -0.609 -1.923 0.38
H 0.580 -1.223 -1.987 0.53
H -1.594 -1.792 0.018 0.48
H -0.918 -5.142 -2.127 0.37
H -1.607 -3.546 -2.409 0.35
H 0.011 -3.925 -3.006 0.35
H -1.466 -4.857 0.856 0.33
H -0.098 -4.296 1.832 0.35
H 0.118 -5.621 0.699 0.35
H 2.346 -2.378 -0.601 0.40
H 2.321 -3.792 -1.626 0.39
H 2.456 -3.987 0.121 0.37
H -0.125 -1.918 1.854 0.33
H 1.129 -1.340 0.990 -0.20
C -0.297 3.355 -2.645 0.26
O -0.815 2.243 -2.711 -0.74
N -0.806 4.451 -3.210 0.14
C -0.161 5.747 -3.109 -0.89
C -2.052 4.334 -3.957 -0.94
H 0.647 3.540 -2.107 0.20
H -0.815 6.467 -2.618 0.35
H 0.099 6.126 -4.098 0.34
H 0.752 5.650 -2.524 0.31
H -2.853 3.973 -3.313 0.29
H -1.939 3.633 -4.783 0.29
H -2.315 5.314 -4.346 0.39

=====

69
Properties=species:S:1:pos:R:3:mulliken_charge:R:1 method="wB97M-V/def2-TZVPD" e_above_lowest_kcal_mol=48.4 homo_energy_ev=-9.589 total_energy_ev=-31668.071 smiles=CC(C)O.CC(C)O.CCO.CCO.CCO.CCO.CCO e_lumo_ev=0.5
C 1.532 -3.762 -1.239 -0.76
C 1.347 -3.597 -2.727 0.03
O 1.247 -4.892 -3.312 -0.55
H 0.621 -4.104 -0.747 0.31
H 1.913 -2.842 -0.795 -0.09
H 2.262 -4.531 -0.987 0.45
H 2.076 -2.907 -3.153 0.32
H 0.389 -3.082 -2.790 0.04
H 0.987 -4.760 -4.226 0.31
C 0.353 -0.312 -0.884 -0.41
C -0.279 -0.840 0.421 -0.10
O 0.091 -0.002 1.416 -0.06
H 1.434 -0.425 -0.801 -0.20
H -0.045 0.687 -1.067 0.25
H 0.044 -0.927 -1.728 0.05
H 0.151 -1.817 0.641 0.11
H -1.353 -1.013 0.350 0.40
H -0.585 -0.041 2.096 -0.08
C 0.284 -0.790 -5.134 -0.76
C 1.217 0.430 -4.969 -0.28
O 0.671 1.451 -4.148 -0.53
H 0.567 -1.550 -5.862 0.37
H -0.747 -0.504 -5.344 0.32
H 0.237 -1.363 -4.208 -0.09
H 1.505 0.876 -5.921 0.39
H 2.117 0.013 -4.517 0.26
H 1.383 2.085 -4.029 0.30
C -4.474 -0.492 -0.831 -0.72
C -5.807 -0.484 -0.013 -0.34
O -6.140 0.840 0.238 -0.50
H -4.599 0.219 -1.647 0.32
H -4.216 -1.492 -1.182 0.37
H -3.705 -0.098 -0.167 -0.01
H -5.633 -0.983 0.940 0.27
H -6.526 -1.080 -0.576 0.32
H -7.026 0.777 0.602 0.30
C 0.349 -1.927 3.887 -0.69
C -0.692 -1.059 4.531 -0.30
O -1.525 -0.433 3.607 -0.43
H 1.016 -2.469 4.558 0.42
H 0.953 -1.285 3.245 -0.09
H -0.162 -2.726 3.350 0.26
H -0.325 -0.375 5.296 0.37
H -1.314 -1.751 5.100 0.32
H -2.166 0.117 4.063 0.25
C -0.938 3.781 0.252 -1.37
C -1.157 3.754 1.756 1.33
C -0.273 4.627 2.580 -1.39
O -2.451 4.267 1.849 -0.60
H -1.547 3.028 -0.248 0.40
H 0.089 3.462 0.076 0.23
H -0.998 4.806 -0.115 0.40
H -1.054 2.726 2.103 -0.33
H 0.748 4.312 2.364 0.32
H -0.504 4.492 3.637 0.34
H -0.419 5.675 2.320 0.36
H -2.978 3.832 1.175 0.35
C 3.723 -0.853 1.430 -0.87
C 3.860 0.694 1.360 0.30
C 3.934 1.161 -0.091 -1.02
O 2.695 1.298 1.922 -0.61
H 2.927 -1.181 0.761 -0.14
H 3.611 -1.198 2.458 0.27
H 4.673 -1.211 1.032 0.49
H 4.758 0.915 1.937 0.37
H 4.742 0.632 -0.597 0.40
H 4.228 2.209 -0.153 0.31
H 2.987 1.038 -0.616 0.11
H 1.919 0.955 1.472 0.22

=====

18
Properties=species:S:1:pos:R:3:mulliken_charge:R:1 method="wB97M-V/def2-TZVPD" e_above_lowest_kcal_mol=15.7 homo_energy_ev=-3.794 total_energy_ev=-9459.349 charge=-1 e_lumo_ev=3.6
C 1.728 1.634 0.996 -0.56
C 2.456 0.267 0.711 -0.70
H 0.697 1.361 0.786 0.03
H 1.758 2.029 2.010 0.29
H 2.048 2.450 0.346 0.26
H 2.839 0.271 -0.298 0.25
H 1.673 -0.461 0.888 0.17
H 3.211 0.141 1.487 0.29
C -1.261 -0.535 -0.254 0.27
C -1.118 -1.138 -1.677 -1.18
C -2.742 -0.561 0.250 0.42
O -2.886 -1.127 1.369 -0.76
O -3.619 -0.065 -0.479 -0.73
H -0.613 -1.069 0.440 0.16
H -0.844 0.464 -0.361 -0.11
H -0.748 -2.160 -1.691 0.25
H -0.509 -0.500 -2.315 0.30
H -2.071 -1.002 -2.207 0.35